{
  "formula": "C41H51FN5O6ReSSe",
  "method": "ωB97M-V/def2-TZVPD",
  "s_squared": 3.7737,
  "homo_energy_ev": [-14.34, -14.44],
  "charge": 3,
  "multiplicity": 4,
  "orbital_gap_ev": [7.1, 6.4],
  "species": ["Re", "C", "C", "N", "C", "C", "C", "O", "O", "C", "O", "C", "C", "C", "F", "C", "C", "C", "N", "C", "C", "N", "C", "C", "H", "H", "H", "H", "H", "H", "H", "H", "H", "H", "H", "H", "H", "H", "H", "H", "H", "H", "O", "C", "C", "C", "C", "N", "C", "C", "C", "C", "C", "C", "O", "C", "C", "N", "H", "H", "H", "H", "H", "H", "H", "H", "H", "H", "H", "H", "C", "C", "S", "O", "C", "C", "H", "H", "H", "H", "H", "H", "H", "H", "H", "H", "C", "C", "C", "C", "C", "C", "Se", "C", "C", "C", "H", "H", "H", "H", "H", "H", "H", "H", "H", "H", "H"],
  "xyz": [[1.02297, -1.48945, -1.37296], [4.14659, 4.51542, 2.33559], [3.86324, 4.50804, 0.87840], [2.93273, 3.41620, 0.49305], [3.48063, 2.28112, 0.06225], [2.81438, 1.14625, -0.25654], [3.57057, 0.03235, -0.86080], [4.75319, -0.04541, -0.69922], [2.85328, -0.82560, -1.54596], [1.42510, 1.14860, 0.04800], [0.68589, 0.10903, -0.05669], [0.81085, 2.31275, 0.56885], [-0.58882, 2.35107, 0.68735], [-1.16649, 3.46224, 1.18689], [-2.50196, 3.48043, 1.17526], [-0.40028, 4.57732, 1.60326], [0.96367, 4.59841, 1.33592], [1.56843, 3.47088, 0.77654], [-0.89295, 5.67207, 2.34263], [-2.21748, 5.68777, 2.94419], [-2.24666, 6.65432, 4.13627], [-0.87190, 7.04713, 4.54122], [-0.13886, 7.71239, 3.39446], [-0.45909, 7.06015, 2.08155], [4.79809, 5.33357, 2.64466], [4.67309, 3.59138, 2.64900], [3.14673, 4.64533, 2.83099], [4.75235, 4.33761, 0.29916], [3.33658, 5.42315, 0.57341], [4.57935, 2.28973, -0.04087], [-1.12808, 1.46689, 0.34899], [1.55970, 5.46291, 1.54529], [-2.45343, 4.70470, 3.21036], [-2.96434, 6.03400, 2.21569], [-2.80301, 6.26844, 4.94358], [-2.80369, 7.58803, 3.91960], [-0.37167, 6.23198, 4.82848], [-0.79381, 7.63792, 5.37988], [0.96442, 7.63360, 3.60410], [-0.41821, 8.78776, 3.34107], [0.43437, 6.98045, 1.50382], [-1.24760, 7.59046, 1.59128], [-4.20533, -2.35960, 2.99878], [-4.48607, -2.56683, 1.62375], [-3.17657, -2.59086, 0.84973], [-3.17056, -2.60249, -0.55776], [-1.96159, -2.24975, -1.13920], [-0.79794, -2.16996, -0.51527], [-0.74286, -2.61299, 0.80645], [-1.93778, -2.79198, 1.49756], [0.63654, -2.67674, 1.36157], [0.91243, -3.10944, 2.63832], [2.17639, -3.25635, 3.08863], [2.51752, -3.85181, 4.38640], [1.38915, -3.80350, 5.23829], [3.21336, -2.99304, 2.17836], [2.89750, -2.53165, 0.91149], [1.59828, -2.38908, 0.50886], [-5.02483, -2.50815, 3.49210], [-5.14493, -1.77028, 1.18818], [-5.04238, -3.50509, 1.48136], [-4.04296, -2.65255, -1.17305], [-1.97492, -1.91527, -2.19241], [-1.97889, -2.80619, 2.60133], [0.02777, -3.23215, 3.24372], [3.33255, -3.21897, 4.82587], [2.79303, -4.87447, 4.15724], [1.31432, -4.48441, 5.92400], [4.24809, -3.18145, 2.41030], [3.68610, -2.33638, 0.17570], [2.06553, 0.85952, -5.39707], [1.67809, -0.37139, -4.65942], [0.63516, 0.01810, -3.24173], [1.12452, 1.32032, -2.82627], [-1.09148, 0.20561, -3.95113], [-1.73723, 1.44925, -3.39570], [2.78056, 0.51922, -6.24858], [2.61940, 1.50437, -4.69157], [1.24861, 1.37963, -5.90202], [2.47716, -0.89031, -4.10047], [1.15226, -1.19096, -5.18871], [-1.73051, -0.65071, -3.78269], [-0.82987, 0.33192, -4.98582], [-1.74926, 1.37088, -2.29787], [-2.69672, 1.63159, -3.82063], [-1.19810, 2.38230, -3.64361], [-3.82387, -6.76322, -2.26868], [-2.64125, -5.90267, -2.48970], [-1.70535, -5.82719, -1.48714], [-0.48492, -5.14633, -1.51784], [0.70611, -5.49581, -0.51753], [-0.30385, -4.40725, -2.68998], [1.33248, -3.38480, -2.86008], [-1.21190, -4.38734, -3.77107], [-0.97171, -3.69539, -5.06552], [-2.39510, -5.08813, -3.63177], [-3.77939, -7.05440, -1.24200], [-3.80429, -7.63345, -2.89251], [-4.69768, -6.15824, -2.43827], [-1.85586, -6.49114, -0.60242], [0.27050, -5.61584, 0.49796], [1.42311, -4.65836, -0.49839], [1.26480, -6.37324, -0.81849], [-1.09537, -2.61276, -4.97776], [-1.66489, -3.96441, -5.87761], [0.04356, -3.92383, -5.43207], [-3.07653, -5.13549, -4.48418]],
  "forces_ev_per_angstrom": [[0.0, -0.2, 1.2], [-0.5, -0.3, 1.3], [-1.0, 0.3, -0.8], [-0.1, -0.1, 0.7], [1.5, 0.5, -0.2], [-1.6, 0.4, 0.4], [-0.1, 0.5, 0.7], [0.6, -0.3, -0.3], [0.0, -0.9, -0.9], [0.6, -1.1, -0.4], [-0.2, -0.1, -0.5], [0.0, 0.7, -0.4], [1.0, -0.6, 0.0], [-0.1, 0.0, -0.2], [-0.5, 0.6, 0.5], [0.4, 1.2, 0.6], [-0.3, -0.8, -0.5], [0.5, -0.2, 0.1], [-0.4, 0.4, 0.0], [0.3, 1.0, -1.2], [-0.7, 1.4, -0.7], [0.3, 0.8, -0.1], [1.5, 1.1, 0.6], [-0.2, -2.0, 0.4], [-0.1, 0.1, -0.2], [-0.6, 0.4, 0.0], [1.2, -0.4, 0.2], [0.3, 0.3, -0.4], [0.7, -0.1, -0.2], [-0.7, 0.0, -0.1], [-0.2, 0.4, 0.3], [0.0, 0.1, 0.3], [-0.5, -1.4, 0.7], [0.0, -0.1, 0.2], [-0.2, -0.8, 1.2], [0.6, -0.4, -0.3], [0.6, -1.0, -0.1], [-0.6, 0.2, -0.3], [-1.2, 0.2, 0.1], [0.2, -0.7, 0.4], [0.3, 0.6, -0.7], [-0.4, 0.4, -0.7], [-0.3, 0.0, -0.4], [-0.1, 0.3, -0.2], [-0.2, -1.5, -0.5], [1.0, 1.0, 1.3], [-0.7, 0.3, -1.4], [0.3, -1.1, 1.3], [-0.5, 1.1, -0.9], [-0.1, 1.3, 0.6], [-0.8, -0.3, -0.1], [-2.3, 0.6, 0.0], [1.4, -0.2, -0.9], [-0.2, 0.6, 1.7], [-0.5, 0.2, -0.1], [-0.6, 0.3, -0.7], [-0.2, -0.3, 0.0], [1.6, 0.3, -0.8], [0.3, 0.1, 0.0], [0.6, -0.4, 0.4], [0.3, 0.0, -0.1], [-0.5, 0.1, -0.1], [0.2, -0.5, 0.6], [0.2, -0.4, -0.7], [0.3, -0.5, 0.5], [-0.2, -1.0, -0.3], [0.6, -0.3, 0.3], [0.6, 0.1, -0.5], [0.2, 0.1, 0.2], [-0.5, 0.0, 0.3], [1.9, -0.2, -1.5], [-0.8, -2.2, 0.8], [-1.0, -0.5, -0.5], [-0.1, 1.4, 0.9], [1.0, 0.6, 0.1], [1.3, 0.9, 0.8], [-1.1, 0.7, 1.5], [-0.4, 0.0, -0.7], [0.0, 0.0, 0.3], [0.2, 0.4, -0.6], [0.2, 0.5, -0.1], [0.3, -0.4, -0.1], [-0.3, -0.2, -0.7], [-0.4, 0.2, -0.3], [-1.0, -0.4, -0.1], [0.2, -0.6, 0.2], [0.2, 0.7, -0.1], [0.8, 1.7, -0.8], [0.9, -1.3, 2.2], [0.9, -0.8, -0.7], [-1.8, 1.6, -0.2], [0.5, 0.4, -0.1], [0.1, -0.1, -0.2], [-0.5, -0.3, 0.7], [0.6, 0.4, -0.8], [-0.5, -1.4, 0.5], [-0.4, -0.5, 0.6], [-0.2, -0.5, -0.4], [-0.7, -0.2, -0.2], [0.0, 0.5, -0.7], [0.4, -0.2, -0.6], [-0.3, -0.4, 0.1], [-0.2, -0.3, -0.1], [0.3, 0.1, 0.1], [0.1, -0.3, 0.6], [-0.3, 0.3, 0.1], [0.1, 0.1, 0.3]],
  "lowdin_charge": [1.26, -0.06, -0.17, 0.01, 0.05, -0.03, -0.56, 0.15, -0.24, -0.27, -0.17, -0.06, 0.10, -0.19, 0.10, -0.10, 0.06, -0.10, -0.08, -0.11, -0.06, 0.08, -0.07, -0.11, 0.09, 0.10, 0.08, 0.13, 0.13, 0.17, 0.14, 0.10, 0.11, 0.15, 0.13, 0.16, 0.17, 0.20, 0.16, 0.16, 0.11, 0.13, -0.05, -0.19, -0.12, 0.04, -0.11, -0.07, -0.13, 0.09, -0.21, 0.07, -0.16, -0.19, -0.04, 0.05, -0.04, -0.05, 0.11, 0.15, 0.14, 0.13, 0.11, 0.14, 0.13, 0.16, 0.15, 0.12, 0.14, 0.13, -0.11, -0.39, 0.76, -0.43, -0.30, -0.11, 0.14, 0.09, 0.09, 0.07, 0.09, 0.07, 0.09, 0.07, 0.08, 0.10, -0.02, -0.25, -0.03, -0.27, -0.03, -0.50, 0.87, -0.32, -0.07, 0.02, 0.07, 0.10, 0.09, 0.14, 0.09, 0.01, 0.09, 0.06, 0.10, 0.08, 0.13]
}

***

{
  "formula": "C41H52BF4GeN15SW",
  "method": "ωB97M-V/def2-TZVPD",
  "s_squared": 3.7887,
  "homo_energy_ev": [-15.07, -15.53],
  "charge": 3,
  "multiplicity": 4,
  "orbital_gap_ev": [5.7, 4.8],
  "species": ["W", "C", "C", "C", "C", "N", "N", "B", "N", "C", "C", "C", "C", "N", "N", "C", "C", "C", "C", "N", "N", "C", "C", "C", "C", "N", "H", "H", "H", "H", "H", "H", "H", "H", "H", "H", "H", "H", "H", "H", "H", "H", "H", "H", "H", "H", "S", "C", "N", "C", "C", "C", "C", "N", "N", "H", "H", "H", "H", "H", "H", "H", "H", "H", "H", "H", "H", "F", "C", "C", "F", "C", "C", "C", "F", "C", "C", "C", "N", "C", "N", "F", "C", "C", "N", "C", "N", "C", "C", "C", "C", "Ge", "C", "C", "C", "C", "H", "H", "H", "H", "H", "H", "H", "H", "H", "H", "H", "H", "H", "H", "H", "H", "H", "H", "H", "H"],
  "xyz": [[0.03734, 0.15842, 0.27530], [-1.69066, -1.36168, -2.69230], [-0.82276, -0.14968, -2.75160], [-0.49776, 0.57002, -3.88040], [0.31734, 1.58302, -3.42790], [0.45964, 1.45912, -2.08840], [-0.23156, 0.40442, -1.67760], [1.28754, 2.36242, -1.12670], [2.38954, 1.45562, -0.45860], [3.74524, 1.50932, -0.41230], [4.22034, 0.44652, 0.32280], [3.10014, -0.23858, 0.71130], [3.05684, -1.48128, 1.53560], [2.01244, 0.38452, 0.23200], [0.34454, 2.85942, 0.00870], [0.10704, 4.13422, 0.39390], [-0.78976, 4.11942, 1.43830], [-1.06336, 2.78542, 1.64720], [-1.98366, 2.21982, 2.67620], [-0.36496, 2.03942, 0.77210], [1.78114, 3.61952, -1.94040], [2.99894, 4.14362, -2.23170], [2.83574, 5.27712, -2.99630], [1.48044, 5.40572, -3.14830], [0.76634, 6.47832, -3.89990], [0.86544, 4.39982, -2.50680], [-2.06056, -1.62688, -3.70540], [-2.55966, -1.16298, -2.03110], [-1.10856, -2.21458, -2.28560], [-0.80946, 0.38192, -4.89930], [0.77204, 2.34432, -4.04680], [4.40034, 2.22252, -0.84530], [5.25244, 0.20812, 0.54370], [4.08344, -1.80328, 1.81090], [2.56674, -2.29228, 0.95760], [2.47724, -1.29078, 2.46270], [0.55084, 5.02092, -0.03740], [-1.18726, 4.96992, 1.97620], [-2.44236, 3.03232, 3.27850], [-1.41556, 1.54652, 3.35120], [-2.78876, 1.64252, 2.17580], [3.96174, 3.79402, -1.95370], [3.61024, 5.92212, -3.38990], [1.49114, 7.19402, -4.34230], [0.09164, 7.02722, -3.21050], [0.16574, 6.02252, -4.71440], [-2.59836, -3.97438, 0.27530], [-1.74326, -2.63348, 0.27530], [-1.06926, -1.57678, 0.27530], [-0.20906, -2.91108, 3.99900], [1.10114, -2.20578, 3.60910], [1.52454, -1.21868, 4.71050], [2.20434, -3.27318, 3.46880], [1.00024, -1.54248, 2.28880], [0.03734, -0.47058, 2.24790], [-0.07856, -3.49798, 4.91570], [-0.54136, -3.59878, 3.21280], [-1.01846, -2.19738, 4.18670], [1.72174, -1.74438, 5.65220], [0.74764, -0.47388, 4.91490], [2.44094, -0.68368, 4.43500], [2.35674, -3.81008, 4.41250], [3.16394, -2.82258, 3.18830], [1.94894, -4.01798, 2.70560], [0.81234, -2.23998, 1.56130], [0.34614, 0.33802, 2.82950], [-0.93196, -0.78248, 2.47850], [-5.49186, 4.89822, 0.63190], [-5.82276, 3.59452, 0.57360], [-7.10156, 3.22922, 0.37280], [-8.05476, 4.17192, 0.23900], [-7.48046, 1.80072, 0.33790], [-6.53596, 0.88762, 1.00480], [-5.25736, 1.24982, 1.18880], [-4.41956, 0.43982, 1.86560], [-4.77996, 2.56782, 0.73070], [-3.47506, 2.78752, 0.43040], [-2.55426, 1.70112, 0.37840], [-1.87446, 0.76802, 0.27530], [-2.98096, 4.05352, -0.00180], [-2.57286, 5.07852, -0.36080], [-6.97216, -0.29338, 1.48350], [-8.60376, 1.35102, -0.27810], [-9.48656, 2.22232, -0.98090], [-10.19366, 2.92322, -1.57580], [-8.91986, -0.03858, -0.36030], [-9.16186, -1.16958, -0.44890], [1.69054, -4.42448, -3.33780], [1.05394, -3.05468, -3.09520], [-0.06006, -3.09098, -2.03720], [0.39474, -3.43798, -0.61020], [1.42814, -2.02228, 0.27530], [3.22484, -1.63088, -0.40740], [4.13444, -2.86278, -0.47660], [4.42294, -3.47648, 0.90070], [5.37324, -4.66438, 0.78020], [2.45724, -4.33878, -4.13640], [0.91874, -5.15268, -3.66590], [2.18424, -4.81378, -2.42710], [0.60394, -2.72198, -4.05570], [1.82944, -2.31948, -2.81940], [-0.80856, -3.84638, -2.36250], [-0.57126, -2.10428, -2.00860], [0.94024, -4.40198, -0.57250], [-0.52186, -3.55358, 0.00600], [1.58664, -2.46888, 1.75030], [3.68894, -0.85798, 0.24110], [3.12914, -1.19588, -1.42140], [5.09884, -2.54558, -0.93050], [3.67484, -3.62298, -1.13900], [3.48264, -3.83218, 1.36940], [4.88674, -2.71098, 1.56000], [4.92344, -5.45448, 0.14150], [5.56834, -5.08898, 1.78740], [6.33974, -4.34268, 0.33680], [0.03734, 1.63052, -0.66350]],
  "forces_ev_per_angstrom": [[-4.1, -5.0, 0.0], [-4.5, 4.1, -2.0], [-1.2, -1.3, 0.1], [0.6, 0.6, -0.2], [0.1, 0.2, -1.2], [1.4, 1.9, -4.0], [-0.2, -2.0, -2.8], [1.0, 1.9, -1.8], [2.4, 1.3, -0.8], [0.8, -0.6, 0.4], [3.5, 5.7, 0.3], [-6.0, 3.5, 5.7], [3.9, 5.0, 9.2], [0.1, 2.5, 0.6], [1.0, 5.1, 0.8], [0.6, 1.1, 0.3], [1.0, 0.0, 0.2], [1.0, 0.3, 1.6], [-0.1, -0.4, 1.0], [3.5, 4.7, 4.0], [1.0, -1.4, 1.0], [1.1, 0.7, -0.4], [1.4, -0.6, 0.5], [-1.4, -0.5, 0.3], [-0.5, 0.2, -0.1], [-2.2, 0.9, -0.7], [0.2, 0.3, 0.6], [0.3, -0.1, -0.4], [-13.7, -1.1, -6.6], [0.0, 0.1, 0.2], [0.1, 0.1, 0.5], [-0.2, 0.6, -0.5], [-0.1, 0.0, 0.0], [-1.4, 1.3, -0.6], [6.2, -1.8, 5.6], [3.5, 0.5, -1.1], [0.1, -0.4, -0.4], [0.0, -0.2, -0.2], [0.4, -0.5, -0.3], [-0.5, 0.3, -0.1], [0.9, 0.4, 2.0], [0.3, -0.6, 0.4], [-0.1, -0.2, 0.1], [-0.5, -0.5, 0.3], [0.3, -0.3, -0.6], [0.3, 0.4, 0.5], [-0.2, 0.8, 0.2], [0.2, 5.3, 0.7], [-4.1, -4.4, -0.1], [-0.1, 0.1, -0.2], [-0.4, -1.7, 2.2], [0.0, 0.5, -0.5], [0.4, -0.3, 0.3], [-8.7, 5.7, 8.4], [-0.1, 1.0, 2.8], [0.1, 0.2, -0.2], [0.1, 0.0, 0.0], [0.1, -0.1, 0.0], [-0.1, 0.0, -0.4], [0.1, -0.1, 0.0], [0.0, 0.0, 0.1], [-0.2, 0.2, -0.2], [-0.3, -0.6, 0.7], [-0.1, -0.2, 0.3], [-7.5, -1.8, 3.6], [-0.2, -1.0, 0.1], [0.9, 0.1, 0.2], [0.0, -1.2, -0.2], [0.3, 0.4, 0.2], [-0.9, 0.5, 0.1], [1.2, -1.3, 0.0], [0.0, 0.2, 0.4], [-0.4, -0.6, 0.4], [-0.3, 0.4, -0.1], [-0.1, 0.2, -0.5], [-1.2, -0.4, 0.1], [0.4, 0.1, -0.7], [-2.3, -2.2, -2.3], [-5.3, 0.4, -1.0], [0.0, 1.6, -1.1], [-0.8, -1.3, 0.2], [0.5, 1.3, -0.7], [0.2, 0.1, 0.1], [-1.0, 1.0, -0.8], [0.8, -0.9, 0.7], [-0.4, -1.6, 0.0], [0.3, 1.4, 0.1], [0.2, -0.1, -0.3], [-0.4, 0.0, -0.3], [4.6, -3.2, 1.7], [0.9, -3.0, -0.8], [-5.3, 0.5, -16.4], [-1.7, -4.6, -10.6], [1.5, 0.6, 0.6], [1.1, -1.7, -0.5], [0.2, -0.4, 0.0], [-0.5, -0.2, 0.5], [0.5, 0.4, 0.2], [-0.2, 0.1, -0.4], [0.3, 0.0, 0.5], [-0.2, -0.1, -0.1], [0.2, 0.3, 0.4], [13.8, 0.5, 7.0], [-0.1, 0.4, 0.0], [2.7, -1.2, -0.6], [4.3, -6.1, -0.1], [6.8, -5.5, -6.1], [0.7, 0.4, 0.2], [-0.5, -0.4, 0.2], [0.0, 0.6, 0.2], [0.7, 0.1, -0.1], [0.7, -1.7, -0.6], [0.4, 0.4, 0.4], [0.0, 0.2, -0.7], [-0.6, -0.3, 0.2], [-1.3, -3.7, 1.3]],
  "lowdin_charge": [1.40, -0.02, -0.24, 0.05, 0.03, -0.01, -0.12, -0.58, 0.14, 0.09, 0.09, -0.41, -0.19, -0.12, 0.03, 0.02, 0.01, -0.32, 0.02, -0.18, -0.03, -0.07, 0.00, -0.34, -0.02, 0.09, 0.14, 0.11, -0.10, 0.14, 0.14, 0.13, 0.19, 0.13, -0.03, 0.09, 0.15, 0.15, 0.14, 0.09, 0.05, 0.09, 0.13, 0.10, 0.09, 0.09, 0.86, -0.87, -0.17, 0.01, -0.53, 0.01, -0.01, -0.28, -0.03, 0.12, 0.10, 0.09, 0.12, 0.09, 0.10, 0.13, 0.09, 0.11, -0.04, 0.14, 0.14, 0.14, -0.11, -0.08, 0.16, 0.00, -0.09, -0.11, 0.11, 0.03, -0.12, -0.10, 0.09, -0.15, 0.26, 0.15, -0.10, -0.12, 0.27, -0.13, 0.26, -0.08, -0.22, -0.26, -0.22, 0.84, -0.23, -0.11, -0.27, -0.06, 0.10, 0.10, 0.06, 0.13, 0.09, 0.17, -0.04, 0.10, -0.06, 0.08, -0.04, 0.15, 0.15, 0.14, 0.10, 0.11, 0.10, 0.10, 0.10, 0.12]
}

***

What did we get for molecular weight? Answer: 1026.1 1130.3 Da, in the order shown.
What did we get for E? Answer: -144086.7728 -146364.4686 eV, in the order shown.